No. 1
23
Properties=species:S:1:pos:R:3:forces:R:3 method="wB97M-V/def2-TZVPD" charge=-1 energy_ha=-404.99066 homo_ev=-1.63 smiles="C=C(C)N([O-])C(C)(C)C" de_lowest_ev=0.099 e_lumo_ev=3.9
C -1.4324 -1.4660 -0.6202 -0.04 -0.22 -0.45
C -1.4842 -0.1129 -0.3285 -1.33 -4.38 -2.13
C -2.8114 0.5465 -0.3078 -1.17 -1.93 2.62
N -0.4330 0.6025 -0.0841 0.92 1.94 -1.04
O -0.6978 1.7511 0.5858 0.21 1.20 0.74
C 0.9627 0.1446 0.1057 0.92 -0.16 0.46
C 1.6858 -0.7529 -0.9426 -2.40 -1.86 -0.19
C 0.8296 -0.5086 1.4877 0.01 1.57 0.56
C 1.8204 1.4001 0.1643 -1.30 1.13 1.09
H -0.4804 -1.9069 -0.7984 0.63 -0.44 0.14
H -2.2319 -2.0512 -1.0854 -0.15 0.62 0.34
H -2.5074 1.3981 0.2296 -0.81 2.02 0.25
H -3.5359 -0.0620 0.3573 1.24 0.76 -0.72
H -3.3624 0.6065 -1.2057 0.01 0.56 -1.37
H 1.7180 -1.8338 -0.5831 -0.32 1.12 -0.57
H 1.0604 -0.7177 -1.8937 1.23 -0.08 0.88
H 2.7228 -0.4961 -1.0659 0.23 0.54 -0.29
H 1.7518 -0.4285 2.0744 -0.10 -0.07 0.07
H 0.5559 -1.5292 1.3801 -0.41 -0.91 0.04
H -0.0122 0.0993 1.9419 1.19 -0.85 0.17
H 2.6254 1.3272 0.8760 0.44 -0.17 0.16
H 1.1089 2.1787 0.4685 0.31 -0.06 0.62
H 2.1474 1.8111 -0.7558 0.68 -0.31 -1.37

***

No. 2
24
Properties=species:S:1:pos:R:3:forces:R:3 method="wB97M-V/def2-TZVPD" charge=+1 energy_ha=-479.93428 homo_ev="-10.87 / -12.12" de_lowest_ev=5.176 e_lumo_ev="-4.3 / -3.7"
C 0.8272 -2.0346 -1.9320 0.71 -1.04 2.00
C 0.8045 -0.7076 -1.7456 2.48 0.83 -0.18
C -1.7093 -1.0504 0.0620 0.95 0.91 -0.24
C -0.2570 0.2081 -1.4110 1.59 0.80 0.41
C -0.1153 0.2629 1.3334 0.39 -0.64 -1.06
C -0.0536 1.6890 -1.8018 0.58 -2.25 1.90
C 1.0768 -0.5363 1.7964 0.51 3.85 -0.50
N -0.2986 1.6201 2.0199 -0.27 -1.36 -0.30
O -1.4645 -0.1657 -1.0337 -0.52 -0.59 -0.30
O -1.3089 -0.3519 1.2545 -0.26 0.08 0.43
H 1.7001 -2.7111 -1.7241 -0.33 1.29 -1.15
H -0.0393 -2.6134 -1.7897 -1.42 -0.49 -0.34
H 1.8410 -0.2241 -1.8602 -1.74 -0.36 0.34
H -2.7570 -0.9377 0.0934 -1.23 -0.99 0.29
H -1.3017 -2.1018 0.0091 -0.18 1.36 -0.11
H -0.8449 2.2494 -1.4274 -1.44 1.07 1.16
H -0.1804 1.8160 -2.8313 0.70 0.13 -1.84
H 0.8933 2.0119 -1.3314 -0.36 0.05 -0.90
H 1.9707 -0.0226 1.3920 -0.17 -0.54 0.06
H 1.0208 -1.4869 1.4395 -0.14 -2.64 -1.27
H 1.2393 -0.5958 2.8363 -0.17 -0.05 1.63
H -0.8450 2.2410 1.3945 0.96 0.07 0.43
H 0.6189 1.8948 2.3696 0.11 0.83 -0.83
H -0.8174 1.5468 2.8874 -0.74 -0.34 0.38

***

No. 3
22
Properties=species:S:1:pos:R:3:forces:R:3 method="wB97M-V/def2-TZVPD" energy_ha=-350.28551 homo_ev=-8.32 smiles="C/C=C/C=C/CC.O" de_lowest_ev=2.012 e_lumo_ev=0.8
C -1.1581 3.0219 -1.1662 0.47 0.39 -1.36
C -0.7839 1.8392 -0.3602 -0.78 -1.67 0.38
C -1.5141 0.7171 -0.3162 0.25 -0.52 -0.87
C -1.1223 -0.5128 0.3930 -0.32 0.80 0.32
C 0.1187 -0.9993 0.4736 -0.35 -0.35 -1.13
C 0.5833 -2.0338 1.4401 -0.53 0.13 1.22
C -0.1364 -3.3941 1.3179 1.65 0.20 -0.02
H -0.4015 3.8059 -1.1394 -0.22 0.20 0.37
H -2.1584 3.4231 -1.0094 0.10 0.05 0.52
H -1.1755 2.7446 -2.2320 0.04 -0.11 0.15
H 0.1241 1.7166 0.2156 0.28 0.77 -0.01
H -2.4449 0.5810 -0.8702 -0.06 0.57 0.07
H -2.0027 -0.8988 0.9132 0.55 -0.36 0.52
H 0.7951 -0.7396 -0.3390 0.21 0.58 0.37
H 1.6694 -2.1125 1.4530 0.00 -0.19 -0.33
H 0.3347 -1.5717 2.4082 0.16 -0.47 0.11
H -1.1533 -3.2761 1.6542 -0.45 -0.29 -0.44
H 0.0426 -3.7364 0.3023 -0.88 -0.01 -0.33
H 0.3548 -4.1839 1.8940 -0.11 0.30 0.45
O 2.9858 1.1402 -1.3744 0.27 -1.22 -1.10
H 3.1639 1.6220 -2.1929 -0.14 0.17 0.56
H 2.8152 1.7278 -0.6612 -0.15 1.02 0.55

***

No. 4
22
Properties=species:S:1:pos:R:3:forces:R:3 method="wB97M-V/def2-TZVPD" energy_ha=-350.24446 homo_ev=-8.77 smiles=CC[C@@]1(C)C[C@@]1(C)O de_lowest_ev=3.129 e_lumo_ev=0.9
C 2.5668 0.2615 -0.0921 -0.26 0.25 0.07
C 1.4731 -0.7376 -0.4129 -2.76 -0.87 0.68
C -0.2701 -0.5302 0.0537 6.43 -1.22 -0.75
C -1.0341 -1.7108 -0.4508 -0.13 0.34 0.01
C -0.3274 0.1698 1.4045 0.03 -0.01 -0.16
C -0.5110 0.8622 0.0907 -7.23 0.69 -0.06
C -2.2906 0.9958 -0.2344 3.18 0.96 0.80
O 0.0847 1.9611 -0.4493 0.88 0.14 -0.24
H 3.5512 -0.1722 -0.2917 -0.13 -0.11 0.01
H 2.5643 0.5483 0.9614 0.01 0.08 0.02
H 2.4879 1.1543 -0.7114 0.00 0.03 0.09
H 1.4145 -0.9110 -1.4883 -0.02 0.00 0.00
H 1.6889 -1.6931 0.0709 0.13 -0.03 -0.12
H -1.1672 -1.6423 -1.5300 -0.06 -0.04 -0.07
H -2.0118 -1.7725 0.0216 -0.10 -0.07 -0.03
H -0.4850 -2.6273 -0.2332 -0.03 0.00 0.04
H 0.5947 0.2944 1.9582 0.14 -0.12 -0.10
H -1.1940 0.0278 2.0367 -0.08 0.12 -0.02
H -2.5039 2.0116 0.0900 -0.23 0.09 -0.19
H -2.9168 0.3135 0.3312 0.27 -0.25 0.06
H -2.4385 0.8852 -1.3051 0.02 0.00 -0.02
H 0.7242 2.3118 0.1801 -0.06 0.01 -0.05